C22H33N3O4 | wB97M-V/def2-TZVPD

Properties
- HOMO-LUMO gap (eV) = 9.5
- electronic energy (eV) = -36010.521
- HOMO energy (eV) = -8.865
- M (g/mol) = 403.5
- SMILES = O=C1CC[C@H](C(=O)N(CCO)Cc2ccccc2)CN1CCCN1CCOCC1
- LUMO (eV) = 0.657
- energy above the lowest of the compared OMol25 structures with the same formula, charge and spin (kcal/mol) = 29.3

Bonds (Å) are listed after each position.
Cartesian coordinates (Å):
1 O -4.577 -2.048 0.181  C2 1.216
2 C -3.401 -2.352 0.129  O1 1.216, C3 1.515, N20 1.355
3 C -2.796 -3.191 -0.976  C2 1.515, C4 1.535, H30 1.092, H31 1.090
4 C -1.555 -2.531 -1.595  C3 1.535, C5 1.542, H32 1.092, H33 1.091
5 C -0.692 -1.822 -0.532  C4 1.542, C6 1.523, C19 1.536, H34 1.088
6 C 0.778 -2.150 -0.758  C5 1.523, O7 1.218, N8 1.355
7 O 1.200 -3.271 -0.534  C6 1.218
8 N 1.578 -1.168 -1.238  C6 1.355, C9 1.447, C12 1.459
9 C 1.177 0.207 -1.441  N8 1.447, C10 1.551, H35 1.092, H36 1.093
10 C 1.051 1.009 -0.120  C9 1.551, O11 1.405, H37 1.099, H38 1.095
11 O 1.863 2.156 -0.104  C10 1.405, H39 0.967
12 C 3.002 -1.448 -1.390  N8 1.459, C13 1.505, H40 1.094, H41 1.093
13 C 3.801 -0.735 -0.332  C12 1.505, C14 1.391, C18 1.389
14 C 3.719 -1.158 0.990  C13 1.391, C15 1.383, H42 1.080
15 C 4.402 -0.485 1.986  C14 1.383, C16 1.386, H43 1.080
16 C 5.179 0.619 1.673  C15 1.386, C17 1.384, H44 1.079
17 C 5.270 1.046 0.359  C16 1.384, C18 1.387, H45 1.080
18 C 4.580 0.374 -0.639  C13 1.389, C17 1.387, H46 1.082
19 C -1.108 -2.318 0.861  C5 1.536, N20 1.442, H47 1.091, H48 1.095
20 N -2.497 -1.997 1.075  C2 1.355, C19 1.442, C21 1.445
21 C -2.872 -1.109 2.152  N20 1.445, C22 1.533, H49 1.095, H50 1.093
22 C -2.350 0.320 1.959  C21 1.533, C23 1.530, H51 1.092, H52 1.091
23 C -2.962 0.987 0.725  C22 1.530, N24 1.456, H53 1.092, H54 1.102
24 N -2.090 2.016 0.176  C23 1.456, C25 1.457, C29 1.457
25 C -2.527 2.428 -1.151  N24 1.457, C26 1.529, H55 1.093, H56 1.103
26 C -1.560 3.473 -1.708  C25 1.529, O27 1.406, H57 1.092, H58 1.100
27 O -1.493 4.601 -0.872  C26 1.406, C28 1.410
28 C -1.066 4.221 0.417  O27 1.410, C29 1.530, H59 1.091, H60 1.099
29 C -2.014 3.191 1.034  N24 1.457, C28 1.530, H61 1.091, H62 1.104
30 H -2.521 -4.157 -0.547  C3 1.092
31 H -3.556 -3.364 -1.738  C3 1.090
32 H -0.964 -3.302 -2.092  C4 1.092
33 H -1.865 -1.809 -2.352  C4 1.091
34 H -0.874 -0.749 -0.556  C5 1.088
35 H 0.245 0.244 -2.009  C9 1.092
36 H 1.943 0.686 -2.056  C9 1.093
37 H 1.304 0.348 0.721  C10 1.099
38 H 0.027 1.376 0.013  C10 1.095
39 H 2.792 1.888 -0.102  O11 0.967
40 H 3.319 -1.141 -2.391  C12 1.094
41 H 3.118 -2.530 -1.289  C12 1.093
42 H 3.116 -2.023 1.227  C14 1.080
43 H 4.334 -0.824 3.009  C15 1.080
44 H 5.714 1.143 2.450  C16 1.079
45 H 5.877 1.903 0.108  C17 1.080
46 H 4.662 0.707 -1.664  C18 1.082
47 H -0.508 -1.834 1.634  C19 1.091
48 H -0.935 -3.397 0.925  C19 1.095
49 H -2.492 -1.516 3.095  C21 1.095
50 H -3.964 -1.103 2.180  C21 1.093
51 H -1.265 0.306 1.847  C22 1.092
52 H -2.586 0.890 2.859  C22 1.091
53 H -3.100 0.234 -0.054  C23 1.092
54 H -3.959 1.387 0.971  C23 1.102
55 H -2.541 1.553 -1.807  C25 1.093
56 H -3.543 2.858 -1.122  C25 1.103
57 H -1.904 3.830 -2.681  C26 1.092
58 H -0.559 3.029 -1.812  C26 1.100
59 H -1.054 5.133 1.017  C28 1.091
60 H -0.051 3.803 0.365  C28 1.099
61 H -1.632 2.894 2.011  C29 1.091
62 H -3.011 3.648 1.164  C29 1.104